Entry 1:
{"formula": "C11H21NO3Si2", "method": "ωB97M-V/def2-TZVPD", "homo_ev": -9.015, "homo_lumo_gap_ev": 8.567, "symbols": ["C", "C", "O", "Si", "O", "Si", "C", "C", "C", "N", "C", "C", "H", "H", "H", "H", "H", "H", "H", "H", "H", "H", "H", "H", "H", "C", "C", "C", "O", "C", "H", "H", "H", "H", "H", "H", "H", "H"], "positions_angstrom": [[-0.18049, 3.30091, -0.06610], [-0.29903, 3.17047, 1.57841], [-0.81132, 1.87257, 2.04557], [0.17092, 0.52454, 1.48837], [1.05646, -0.31989, 2.75346], [2.78607, -0.01203, 2.66787], [3.58349, -0.47012, 0.97304], [3.04337, -1.60250, -0.06431], [3.82237, -1.85464, -1.44181], [5.01250, -1.19951, -2.05128], [5.44869, -0.15558, -1.08319], [4.89588, 0.27193, 0.35897], [-0.96710, 2.63589, -0.63699], [-0.29234, 4.43932, -0.36398], [0.93081, 3.00296, -0.37041], [-0.96164, 4.08142, 1.94625], [0.79049, 3.29980, 1.99647], [-0.75069, -0.47382, 0.89568], [1.11781, 0.88026, 0.42520], [3.45216, -0.81318, 3.69021], [3.05395, 1.40040, 2.91100], [2.08518, -2.23487, 0.20300], [3.37424, -2.73205, -2.12033], [6.39108, 0.47295, -1.46790], [5.43162, 1.12214, 0.97451], [-4.80405, -1.30344, -1.86903], [-4.31929, -2.43158, -0.99551], [-2.91112, -1.99043, -0.66069], [-2.91498, -0.55619, -0.65351], [-4.14886, -0.10087, -1.22574], [-5.89282, -1.22107, -1.91667], [-4.42454, -1.43467, -2.88937], [-4.92324, -2.47874, -0.08167], [-4.35583, -3.41035, -1.48045], [-2.19928, -2.31886, -1.42540], [-2.57524, -2.36256, 0.31150], [-4.76565, 0.29977, -0.41390], [-3.94959, 0.70162, -1.94127]]}


Entry 2:
{"formula": "C11H22AlI2NO7P", "method": "ωB97M-V/def2-TZVPD", "e_above_lowest_kcal_mol": 0.0, "homo_ev": -5.214, "total_charge": -1, "homo_lumo_gap_ev": 7.350, "symbols": ["C", "O", "C", "C", "C", "Al", "N", "C", "I", "C", "C", "I", "P", "O", "O", "O", "H", "H", "H", "H", "H", "H", "H", "H", "H", "H", "H", "H", "H", "H", "H", "H", "C", "C", "C", "O", "C", "O", "O", "H", "H", "H", "H", "H", "H"], "positions_angstrom": [[-1.05833, -2.98247, -3.42533], [-1.85894, -1.82383, -3.48757], [-1.44814, -0.73658, -2.68499], [-2.39749, -0.45185, -1.54167], [-2.69566, -1.67674, -0.65272], [-2.35591, -1.40853, 1.31672], [-3.64901, -0.18834, 1.93015], [-0.51344, -0.68938, 1.81332], [-0.51646, 0.69722, 3.45960], [0.61538, -1.00960, 1.24602], [0.67385, -2.00758, 0.15341], [2.53284, -0.24536, 1.75529], [-2.66144, -3.48590, 2.44888], [-2.52083, -3.44792, 3.89533], [-1.62372, -4.61213, 1.82009], [-4.13929, -4.10719, 2.06897], [-0.05342, -2.78354, -3.07846], [-0.97669, -3.38714, -4.42678], [-1.53850, -3.74397, -2.82608], [-0.44499, -0.85200, -2.28907], [-1.42160, 0.13741, -3.32725], [-2.04452, 0.38661, -0.95139], [-3.32385, -0.13658, -2.00080], [-2.20975, -2.57443, -1.01062], [-3.75468, -1.88994, -0.73860], [-3.22849, 0.59411, 2.42181], [-4.07418, 0.22523, 1.10446], [1.40979, -2.75439, 0.42073], [1.03964, -1.53968, -0.75025], [-0.26080, -2.51921, 0.01696], [-1.67625, -4.55204, 0.85217], [-4.22418, -4.04073, 1.10311], [4.58696, 5.33382, 1.64740], [4.15322, 4.86122, 0.27928], [2.72001, 4.38061, 0.20447], [2.77931, 3.40537, -0.84101], [4.04517, 2.92139, -0.88552], [4.38049, 1.96701, -1.50219], [4.87239, 3.68159, -0.11762], [3.83892, 5.99631, 2.08323], [4.74432, 4.48508, 2.31214], [5.52918, 5.87869, 1.58708], [4.34311, 5.63509, -0.47001], [2.01911, 5.17052, -0.05496], [2.38686, 3.88976, 1.12227]]}


Entry 3:
{"formula": "C11H22BIN4O11P", "method": "ωB97M-V/def2-TZVPD", "homo_ev": -12.375, "total_charge": 1, "homo_lumo_gap_ev": 8.381, "symbols": ["O", "B", "O", "P", "I", "C", "O", "C", "C", "C", "C", "C", "C", "H", "H", "H", "H", "H", "H", "H", "H", "H", "H", "C", "N", "O", "O", "H", "H", "H", "C", "N", "O", "O", "H", "H", "H", "C", "N", "O", "O", "H", "H", "H", "C", "N", "O", "O", "H", "H", "H"], "positions_angstrom": [[-3.58515, -1.12772, -0.89036], [-2.31424, -0.71165, -0.98513], [-1.96743, 0.59751, -1.17436], [-0.96260, -2.11814, -0.77291], [-1.99602, -4.29962, -0.92098], [0.47321, -1.94784, -1.96757], [1.74572, -1.95503, -1.36047], [1.83876, -0.90065, -0.41576], [1.72806, 0.39879, -0.87764], [1.76970, 1.44237, 0.05466], [1.93092, 1.11352, 1.37814], [2.08452, -0.20439, 1.84328], [2.03030, -1.23551, 0.91692], [-4.11052, -0.35929, -0.57935], [-1.03424, 0.64071, -1.43305], [-0.54990, -2.00751, 0.57388], [0.30572, -1.05716, -2.59124], [0.42676, -2.83743, -2.61322], [1.58860, 0.57369, -1.94459], [1.64330, 2.46062, -0.30608], [1.93913, 1.90789, 2.12542], [2.20943, -0.46907, 2.88992], [2.12289, -2.28829, 1.16841], [5.57602, -0.33498, -1.35526], [5.17736, 0.68842, -0.35067], [4.71243, 0.29574, 0.70073], [5.34477, 1.84880, -0.65585], [5.36962, -1.31858, -0.94773], [4.99227, -0.15576, -2.25391], [6.63777, -0.20838, -1.54663], [2.49350, -5.92957, 0.10011], [1.26651, -5.09219, 0.01711], [1.08856, -4.25402, 0.87886], [0.50948, -5.29897, -0.91149], [3.05967, -5.62872, 0.97469], [2.17664, -6.96603, 0.17938], [3.06270, -5.76174, -0.81006], [-5.79047, 2.90645, 0.59109], [-6.30388, 1.53632, 0.31711], [-7.46556, 1.41567, 0.03030], [-5.50319, 0.61195, 0.40381], [-6.60642, 3.61027, 0.47717], [-5.41016, 2.91598, 1.60893], [-5.00119, 3.11077, -0.12427], [-1.73271, 5.16723, 1.50647], [-3.21929, 5.23862, 1.50619], [-3.79281, 5.08035, 0.44462], [-3.75720, 5.45030, 2.56883], [-1.39584, 4.97438, 0.49396], [-1.36004, 6.12257, 1.86479], [-1.44549, 4.35936, 2.17385]]}


Entry 4:
{"formula": "C11H22Br4O3", "method": "ωB97M-V/def2-TZVPD", "homo_ev": -9.889, "smiles": "CCOC(C)=O.CC(C)=O.BrCCBr.BrCCBr", "homo_lumo_gap_ev": 10.239, "symbols": ["C", "C", "O", "C", "C", "O", "H", "H", "H", "H", "H", "H", "H", "H", "C", "C", "C", "O", "H", "H", "H", "H", "H", "H", "Br", "C", "C", "Br", "H", "H", "H", "H", "Br", "C", "C", "Br", "H", "H", "H", "H"], "positions_angstrom": [[-3.45269, -0.80165, -1.93447], [-2.70221, 0.33431, -1.31480], [-1.51353, 0.71415, -1.99995], [-1.65518, 1.43509, -3.13199], [-0.33705, 1.52080, -3.85990], [-2.64132, 1.99583, -3.51112], [-4.25647, -1.15097, -1.29093], [-2.78455, -1.63045, -2.19179], [-3.88895, -0.53225, -2.90198], [-3.34408, 1.22067, -1.26585], [-2.50695, 0.10862, -0.26546], [-0.15464, 2.54076, -4.19545], [-0.43019, 1.01478, -4.82449], [0.42117, 1.06396, -3.22984], [1.32543, -0.23697, -0.03390], [1.89791, -1.28711, 0.89586], [3.30820, -1.12264, 1.46436], [1.24477, -2.27875, 1.15054], [1.78638, -0.29855, -1.02335], [1.30138, 0.77805, 0.36969], [0.26768, -0.38655, -0.27386], [4.04913, -1.59143, 0.82487], [3.28772, -1.47155, 2.49087], [3.47481, -0.04074, 1.49978], [1.38229, 4.65634, -1.55369], [0.05457, 3.52752, -0.64061], [-1.23358, 4.29721, -0.45244], [-2.44923, 3.32950, 0.76968], [0.48544, 3.32458, 0.33337], [-0.05307, 2.65664, -1.27125], [-1.70834, 4.55914, -1.39685], [-1.08185, 5.25464, 0.03995], [3.47225, -3.13343, 4.76250], [2.14158, -4.15241, 3.74037], [0.75376, -3.78624, 4.14217], [0.37416, -4.18288, 6.03698], [2.39009, -5.20244, 3.85302], [2.27863, -3.87678, 2.69409], [0.01238, -4.39979, 3.62779], [0.48417, -2.76903, 3.86808]]}


Entry 5:
{"formula": "C11H22CdN10O9", "method": "ωB97M-V/def2-TZVPD", "homo_ev": -7.158, "homo_lumo_gap_ev": 7.023, "symbols": ["Cd", "C", "C", "C", "O", "C", "C", "C", "O", "O", "O", "H", "H", "C", "O", "N", "N", "H", "H", "H", "H", "C", "O", "N", "N", "H", "H", "H", "H", "C", "O", "N", "N", "H", "H", "H", "H", "C", "O", "N", "N", "H", "H", "H", "H", "C", "O", "N", "N", "H", "H", "H", "H"], "positions_angstrom": [[-1.05496, -0.34976, 1.34214], [-0.26486, 3.74052, 2.38672], [-0.01820, 4.95752, 1.59696], [0.43309, 4.72339, 0.03971], [1.02221, 5.61643, -0.54667], [0.20584, 3.44065, -0.49454], [-0.15615, 2.35274, 0.24620], [-0.37450, 2.49358, 1.79424], [-0.57642, 1.50196, 2.47371], [-0.33365, 1.14650, -0.23803], [-0.02775, 6.02693, 2.16667], [-0.60106, 3.81476, 3.38372], [0.56646, 3.22394, -1.53570], [1.51953, -1.08897, 3.03180], [0.77564, -1.55043, 2.11906], [1.14644, 0.00763, 3.78302], [2.82774, -1.51510, 3.19784], [1.77071, 0.41071, 4.46697], [0.46855, 0.61243, 3.39745], [3.44496, -0.74821, 3.45754], [3.08876, -2.16508, 2.50324], [-4.05181, -0.92065, 0.43057], [-3.25448, -0.55558, 1.32582], [-3.63882, -1.62459, -0.69222], [-5.38322, -0.43987, 0.53824], [-2.65895, -1.95239, -0.85717], [-4.40814, -2.01333, -1.24768], [-6.00211, -0.71446, -0.28399], [-5.71989, 0.33386, 1.06720], [-0.78803, -0.34389, -3.50792], [-0.79615, -1.50714, -3.88356], [-1.75523, 0.29947, -2.79706], [0.22743, 0.58036, -3.77206], [-2.71678, 0.04521, -2.90229], [-1.53091, 1.21976, -2.55692], [0.24335, 1.48966, -3.37631], [1.09286, 0.17657, -4.16838], [3.42390, -0.35072, -1.12506], [3.10354, -1.52119, -1.42884], [4.68880, 0.11978, -1.24807], [2.54035, 0.51314, -0.61145], [4.94211, 0.64662, -0.47635], [5.32495, -0.55205, -1.65772], [1.58061, 0.30497, -0.47738], [2.59249, 1.52283, -0.44261], [-0.32574, -3.50013, -0.41969], [-1.02433, -2.49359, -0.23094], [-1.04489, -4.68002, -0.57634], [1.02538, -3.50165, -0.40714], [-2.05097, -4.86955, -0.49990], [-0.45038, -5.33224, -1.08296], [1.59207, -4.36599, -0.33749], [1.36062, -2.66533, -0.86641]]}


Entry 6:
{"formula": "C11H22HgN6O5S2", "method": "ωB97M-V/def2-TZVPD", "e_above_lowest_kcal_mol": 0.0, "homo_ev": [-4.666, -4.606], "homo_lumo_gap_ev": [4.912, 4.888], "symbols": ["O", "H", "Hg", "N", "N", "O", "O", "C", "C", "C", "C", "H", "H", "H", "H", "H", "H", "H", "H", "O", "H", "H", "C", "H", "H", "H", "O", "H", "H", "N", "C", "N", "C", "C", "S", "C", "C", "S", "C", "N", "N", "H", "H", "H", "H", "H", "H"], "positions_angstrom": [[-0.10301, -4.54887, -0.56301], [0.38856, -5.38905, -0.57547], [0.08660, -0.28257, 0.33593], [1.49276, 1.69736, -0.23731], [1.16636, -0.51886, -1.59814], [1.85756, 2.83016, 0.53484], [1.03073, -1.63147, -2.43453], [2.36140, 1.48347, -1.20730], [2.11175, 0.30888, -2.00281], [3.47122, 2.42285, -1.49499], [2.84866, -0.05454, -3.23647], [3.73057, 3.00628, -0.61046], [3.17690, 3.13202, -2.27993], [4.35908, 1.87935, -1.83836], [2.27648, -0.71353, -3.89036], [3.78599, -0.57080, -2.99868], [3.13235, 0.83479, -3.79977], [1.05483, 3.04101, 1.06305], [0.37237, -2.24621, -2.03753], [-1.32566, 1.78793, -1.47156], [-0.51477, 2.32297, -1.54507], [-1.23877, 1.17268, -2.24056], [0.41361, -3.82163, 0.56367], [-0.40840, -3.26067, 1.03504], [1.22615, -3.15535, 0.22820], [0.83061, -4.50849, 1.31780], [1.56696, -0.05500, 2.54503], [2.10411, 0.61060, 2.08131], [0.75922, 0.42874, 2.82365], [0.01222, 2.93953, 2.93889], [-1.15910, 2.23612, 2.71027], [-1.28801, 1.13473, 2.00970], [-2.62894, 0.76610, 1.91434], [-3.48340, 1.58021, 2.62439], [-2.63787, 2.90489, 3.31796], [-3.02271, -0.34193, 1.10580], [-4.16108, -1.11608, 1.22155], [-4.11549, -2.47358, 0.16799], [-2.60581, -1.85958, -0.49804], [-2.16463, -0.77808, 0.11322], [-1.95200, -2.46816, -1.52637], [-0.18850, 3.75118, 3.53450], [0.82106, 2.39967, 3.24289], [-4.56045, 1.42325, 2.68307], [-4.92571, -0.94604, 1.97371], [-1.79583, -1.89851, -2.35016], [-2.15798, -3.45578, -1.64992]]}


no.,electronic energy (eV)
1,-35130.72256
2,-59678.53336
3,-58296.87558
4,-298076.42409
5,-49660.54652
6,-56781.37950